# C18H15N2O7S2Ta

A molecular structure, C18H15N2O7S2Ta (ωB97M-V/def2-TZVPD, the Open Molecules 2025 dataset).

LUMO   -7.76 eV
ΔE to the lowest compared entry with this formula, charge and spin   99.5 kJ/mol
Calculated total energy   -2184.02891 hartree
Orbital gap   5.968 eV

Geometry as ORCA input:
```
! RIJCOSX wB97M-V def2-TZVPD def2/J DEFGRID3
* xyz 2 1
H 4.19071 -1.86577 0.46529
C -0.95379 1.19009 -1.55437
H -0.41349 -1.38939 3.41869
C -0.85726 -2.30951 1.48714
H -3.35769 4.94852 -2.99040
H 0.77690 4.52417 -4.07380
C -2.44303 4.37269 -2.95788
N 5.13198 0.60435 1.54068
C -2.42533 3.16513 -2.26928
Ta 1.37892 0.07519 -0.40543
H -3.30161 2.77983 -1.76513
O -2.80698 -2.24064 4.60066
C 4.32115 -0.96821 -0.14671
C 3.25764 -0.91238 -1.24706
C -3.20080 -3.17395 2.59131
C -4.11234 -2.81104 4.59493
N 0.16530 0.55362 -2.02935
S -1.54468 0.73161 -0.08463
H 3.05887 -1.90270 -1.65256
C -2.94271 -3.53330 1.27725
H -1.48998 -3.34546 -0.28183
C -2.28891 -2.42369 3.36392
H -4.86450 -2.02891 4.70973
H 4.98268 1.35385 2.20198
C -0.10913 4.14117 -3.58525
H -1.34537 5.79340 -4.13250
H -3.65056 -4.12515 0.71489
H -4.20979 -3.55545 5.38287
O 3.02062 0.77689 0.81323
O -4.27855 -3.44130 3.31386
O 1.01047 -0.80799 1.39153
S 1.14709 1.74919 -2.61524
C -1.24820 2.43771 -2.26160
C 4.15010 0.20489 0.77260
C -1.30626 4.85101 -3.60374
H 6.03875 0.16729 1.52174
O 2.02787 1.35699 -3.64731
C -1.75320 -3.09460 0.73716
C 0.23686 -1.70553 0.82740
C -1.11824 -1.97359 2.84396
O 1.83834 1.96407 -1.28133
O 0.48101 -1.80038 -0.44233
H 5.33024 -1.00173 -0.55967
H 3.59116 -0.26929 -2.06688
C -0.11425 2.93832 -2.91654
*
```


# C29H29BN8O6S3Zr

A molecular structure, C29H29BN8O6S3Zr (ωB97M-V/def2-TZVPD, the Open Molecules 2025 dataset).

LUMO   -6.99 eV
ΔE to the lowest compared entry with this formula, charge and spin   135.6 kJ/mol
Calculated total energy   -3278.01617 hartree
Orbital gap   7.332 eV

Geometry as ORCA input:
```
! RIJCOSX wB97M-V def2-TZVPD def2/J DEFGRID3
* xyz 2 1
B 0.18415 -2.41382 4.18774
H 0.47382 -5.45096 -0.70430
H 0.45144 -2.70695 -2.11931
S -1.49781 -2.37288 1.39430
C -2.06929 0.94104 2.92399
N 2.01412 0.84759 3.77334
C -1.88767 1.58659 0.61186
S 3.57476 -1.07612 -2.18129
H -1.04851 -5.72229 0.16625
C -1.41966 1.69003 1.93928
C 0.94559 -0.27477 5.31766
C 2.51399 3.15107 -1.15056
H 3.93694 1.60228 3.42036
H 2.18481 4.16010 -0.94160
C 2.04483 0.82003 -1.34926
H 2.15909 -4.43254 3.77258
H -0.78087 3.68090 2.30311
C -0.14879 -3.38807 1.81717
C -2.44314 2.35220 -5.09810
C 1.48363 -4.29590 2.94727
C -3.66422 0.10178 1.30784
O -3.12020 -0.17632 -7.47230
H 4.51775 3.75316 -1.63137
C 3.35148 0.60671 -1.77569
H 0.57812 2.31504 -0.79851
C 1.61196 2.10533 -1.05141
O -2.02936 4.73495 -3.80733
H 2.00863 1.61309 5.78055
O -1.01303 -2.17699 -3.32741
H 0.04887 2.47958 3.28996
H -3.67572 -0.38747 3.39750
H -0.77853 -4.18551 -0.67327
C -0.34748 2.67827 2.29696
H -2.70782 3.22771 -5.67404
C -1.36326 -1.13027 -2.84276
N 0.83523 -0.95840 4.12555
C -1.98022 2.43681 -3.79978
C -1.76970 0.06373 -3.63194
H 2.01360 -3.36618 -2.12932
H -1.00819 -2.29139 4.26488
N 1.41186 -2.63740 -1.77423
C -1.64941 1.32034 -3.06524
H 2.79585 1.77883 2.07348
C 1.68029 0.84080 5.10715
H -4.54056 -0.49029 1.08176
H -3.38436 0.78047 -0.71408
N 1.26766 -0.35064 -1.27032
O -1.34807 -0.93140 -1.52235
C -3.18149 0.17213 2.61420
C -0.30062 -4.97937 -0.10530
S 1.70794 -0.58477 1.49489
O -1.48077 3.74657 -1.97117
C 1.34073 -5.00664 1.80251
H -1.71832 0.99157 3.94747
H -1.48142 2.25505 -0.14791
H 0.51453 -0.66467 6.22277
C 3.83117 2.92215 -1.55016
H 0.47218 2.68333 1.57751
H 1.85871 -5.87543 1.43690
C -2.21738 -0.06724 -4.94270
C -2.55276 1.08055 -5.63462
C 2.90488 1.82278 3.15371
N -3.05203 0.94633 -7.02781
C -3.02020 0.80903 0.30461
C 1.47888 -0.25341 3.19830
N -1.82306 3.75326 -3.14735
H 2.64451 2.81785 3.50743
H 0.67862 -2.94326 5.14051
C 4.26321 1.64790 -1.87668
H -2.30902 -1.03477 -5.41642
Zr -0.45796 -0.48036 0.19113
N 0.30721 -4.42625 1.09992
N 0.54632 -3.29004 2.94916
C 1.94465 -1.39572 -1.72483
H -1.27796 1.45495 -2.06376
H 5.27593 1.47499 -2.21432
O -3.30913 1.97163 -7.61277
*
```


# C30H26AlAsN3O5S2

A molecular structure, C30H26AlAsN3O5S2 (ωB97M-V/def2-TZVPD, the Open Molecules 2025 dataset).

LUMO   -3.32 eV
ΔE to the lowest compared entry with this formula, charge and spin   0.0 kJ/mol
Calculated total energy   -4973.86558 hartree
Orbital gap   8.238 eV

Geometry as ORCA input:
```
! RIJCOSX wB97M-V def2-TZVPD def2/J DEFGRID3
* xyz 1 1
C -2.32325 -5.88453 -1.13694
O -2.13183 -2.18830 1.68635
C -0.05421 3.09857 0.11104
S -0.98166 -2.97515 1.36953
C -0.59846 -3.74376 -1.07074
C -0.13966 -0.29192 5.82548
N 1.30550 -0.51350 2.44161
O 3.14012 0.30599 0.12216
O -0.23315 -3.58476 2.42471
C -3.12297 1.35700 -3.06769
C 0.45907 -0.10482 3.44291
N 0.08184 -2.07545 0.42684
H -0.73482 2.34525 2.00687
C 2.48296 -2.04551 3.88178
C 3.51839 2.68257 -2.87247
H 2.07106 0.81791 -5.29489
C -2.21208 -5.16066 0.04722
H 4.37915 3.31326 -2.69259
H -1.69262 -6.12687 -3.16906
C 0.11621 4.22795 -0.68611
H 2.70463 3.01316 -0.91712
H -0.12526 -4.19345 -3.11556
C 2.21156 -1.49140 2.61389
H 3.22422 -2.81314 4.02266
C 1.45289 1.69859 -2.08289
S 1.42022 -1.81709 -1.72772
C -1.58373 -5.54338 -2.26555
C -3.53506 -0.25548 -1.33083
O 2.73512 -1.84298 1.49100
H 3.25492 0.82771 -0.69478
C -1.44001 0.91987 -1.41024
H 1.77538 -1.97884 5.88962
C 2.21847 1.28853 -4.33197
C -0.59423 3.21947 1.38699
H -4.93159 0.21876 -2.88608
C -1.34007 -4.09555 0.04788
C -0.94305 4.47380 1.86898
C -0.23232 5.47679 -0.19418
H 0.50434 4.14696 -1.69306
H -1.36191 4.56422 2.86248
N 0.70944 -0.68109 4.69741
C 1.68535 -1.59944 4.88005
C 1.28263 1.09427 -3.32470
C 2.57806 2.49920 -1.86563
C 3.33865 2.07591 -4.10754
H -0.49487 -1.18510 6.33478
H -2.99615 -6.73017 -1.17812
H 0.42105 0.46601 -3.50967
C -0.75879 5.60125 1.08404
H -2.78355 -5.42600 0.92577
As 0.25743 1.31626 -0.58911
H 0.41810 0.33505 6.51967
H -0.98381 0.26521 5.43515
H -4.18561 -0.97003 -0.84370
C 0.24596 -2.57739 -0.78182
C -3.95288 0.41591 -2.46940
H -0.09814 6.35245 -0.81554
H 3.96018 -0.15262 0.35677
H -3.45673 1.89643 -3.94414
C -1.86970 1.61546 -2.53732
C -2.27795 -0.00307 -0.79683
H -1.23474 2.36250 -2.99878
Al 1.54815 -0.75140 0.48573
O -0.44390 0.68292 3.27690
H 4.06632 2.22364 -4.89388
H -1.03059 6.57712 1.46351
H -1.98067 -0.50695 0.11221
C -0.70733 -4.46614 -2.24532
*
```


# C6H10O

C6H10O in the gas phase (ωB97M-V/def2-TZVPD, the Open Molecules 2025 dataset).

SMILES string   C[C@H]1CC=C[C@H]1O
LUMO   0.96 eV
ΔE to the lowest compared entry with this formula, charge and spin   98.2 kJ/mol
Calculated total energy   -309.80496 hartree
Orbital gap   9.992 eV

Geometry as ORCA input:
```
! RIJCOSX wB97M-V def2-TZVPD def2/J DEFGRID3
* xyz 0 1
H -0.11718 -1.62126 -1.40932
C 0.06104 1.28007 -0.37122
C -1.82118 0.12212 0.46696
H 0.69526 0.52844 1.56641
C 0.56411 0.13779 0.54133
H -2.82751 -0.22495 0.67418
H 2.69968 0.09502 0.02981
H 0.33682 2.27334 -0.00004
H 0.47977 1.18591 -1.38072
C -1.44816 1.13997 -0.30686
H -2.11115 1.70506 -0.95338
C -0.64044 -0.81210 0.48299
H 1.69852 -1.08445 -0.82636
H 2.09999 -1.34391 0.87630
C 1.84400 -0.57744 0.13367
O -0.86309 -1.36982 -0.85398
H -0.61580 -1.59378 1.26115
*
```


# C11H26ClNO2P

A gas-phase ion, C11H26ClNO2P (charge +1) (ωB97M-V/def2-TZVPD, the Open Molecules 2025 dataset).

SMILES string   CCCCCCCCC[N@@H+](CCO)P(O)Cl
LUMO   -3.92 eV
Calculated total energy   -1441.06459 hartree
Orbital gap   9.235 eV

Geometry as ORCA input:
```
! RIJCOSX wB97M-V def2-TZVPD def2/J DEFGRID3
* xyz 1 1
H 4.66440 0.09677 -0.99359
H 1.17377 -0.11932 0.26774
C -2.74519 -1.01000 1.43701
H 4.69883 -0.84533 1.82100
H -1.91033 -0.55820 -0.40979
H -0.11730 1.63499 0.78990
H 2.83527 -0.64939 1.60285
Cl -5.70947 0.73729 0.73935
H 4.62122 1.58720 2.39795
H -3.24762 2.07766 0.28296
C 3.86703 -0.30283 1.16180
C -0.94366 1.94136 0.02068
H -0.27431 -0.71279 -1.84944
H 2.94797 1.79450 1.52528
H -2.30984 1.35975 1.75530
H -0.11448 2.56486 -2.08894
C -0.59855 1.62401 -1.54848
C 0.34166 0.30834 -1.80964
O -1.60191 -3.27011 1.69153
H 0.79375 0.42476 -2.90811
H 2.78965 -1.26881 -2.32519
N -2.63519 -0.10802 0.19031
H -0.85625 -3.45462 1.02699
P -4.25754 -0.10134 -0.63232
C 2.62906 -1.11479 -1.17673
H 4.76630 -1.72689 -0.37735
H 4.49540 1.87275 0.44991
O -4.26421 1.04158 -1.96508
H -3.73118 -0.83214 2.04503
H -1.80269 -0.81611 2.13080
H 2.27280 -2.13413 -0.67524
C 1.62587 0.15384 -0.80320
H -1.61932 1.42416 -2.12763
H -3.64857 0.75654 -2.70221
C -2.73736 -2.60916 0.98996
H 2.24170 1.15954 -0.76587
C 4.07881 -0.76688 -0.41955
H -2.62769 -2.77689 -0.16311
H -3.71708 -3.16117 1.34786
C 4.03043 1.31810 1.39927
H -1.03911 3.12839 0.10511
C -2.36511 1.33249 0.56288
*
```